The following is a DFT calculation (ωB97M-V/def2-TZVPD) of a 2-piece molecular cluster, C30H34N3O overall.

```
68
Properties=species:S:1:pos:R:3:forces:R:3
C -0.6867 5.9952 2.2490 0.104 -0.032 0.246
C 0.7719 6.0460 1.7435 -0.059 0.069 -0.172
C 1.1343 4.6022 1.3651 0.380 -0.211 -0.109
N -0.1449 3.8718 1.1790 -0.107 -1.248 -1.795
C -0.2999 2.8133 0.3303 0.683 3.004 1.734
C -1.4997 2.1629 0.1213 -1.236 -0.868 -0.543
C -1.7386 1.3412 -0.9659 0.277 0.856 0.895
C -2.9873 0.6909 -1.2183 -0.809 -0.281 -0.226
C -3.3974 0.4028 -2.5369 0.430 0.304 0.493
C -4.6443 -0.1190 -2.7860 -0.212 0.030 -0.110
C -5.5054 -0.3986 -1.7368 -0.019 0.108 -0.162
C -5.1143 -0.1486 -0.4324 -0.179 -0.049 0.197
C -3.8799 0.3925 -0.1714 0.441 0.203 -0.231
C -1.2600 4.6387 1.7956 -0.379 -0.355 -0.033
H -0.7263 6.0804 3.3412 0.050 -0.127 -0.253
H -1.2760 6.8331 1.8582 0.131 -0.316 0.016
H 0.8623 6.7042 0.8699 -0.095 -0.247 0.166
H 1.4513 6.4496 2.5046 -0.176 -0.232 -0.213
H 1.7200 4.5569 0.4427 -0.088 -0.084 0.118
H 1.7134 4.1057 2.1502 -0.145 0.049 -0.038
H 0.5500 2.5272 -0.2612 0.552 -0.001 0.048
H -2.3159 2.3847 0.7864 -0.179 -0.032 0.179
H -0.9691 1.2648 -1.7149 0.253 -0.168 -0.233
H -2.7482 0.6575 -3.3575 0.144 -0.017 -0.133
H -4.9668 -0.2733 -3.8035 0.005 -0.099 -0.103
H -6.4952 -0.7746 -1.9417 -0.082 -0.128 -0.004
H -5.7894 -0.3523 0.3830 -0.070 -0.090 0.097
H -3.5801 0.5788 0.8446 0.043 0.009 0.265
H -1.6758 4.0605 2.6271 0.046 0.118 -0.077
H -2.0525 4.7728 1.0512 0.158 -0.142 0.049
C -1.4057 -1.8724 1.7944 -0.177 0.000 -0.007
O -0.4026 -2.8187 1.5047 0.693 0.008 -1.075
C 0.2820 -2.4937 0.2957 1.471 0.448 0.535
C -0.4718 -2.5686 -0.9480 -0.433 0.111 -0.126
C -0.3528 -1.5880 -1.9474 -0.154 -0.264 0.614
C -1.0935 -1.6693 -3.1013 -0.129 -0.193 -0.251
C -1.9715 -2.7237 -3.2923 -0.063 0.042 -0.298
C -2.1103 -3.6976 -2.3189 -0.178 0.066 -0.118
C -1.3913 -3.6099 -1.1514 0.503 0.252 0.275
C 1.6289 -2.1309 0.3650 -0.667 -0.737 0.437
N 2.5539 -1.9562 -0.6934 0.066 -0.012 0.534
C 2.4339 -2.4640 -2.0605 -0.040 0.091 0.410
C 3.8212 -1.6838 -0.1393 -0.092 -0.246 0.419
C 3.7027 -1.7079 1.2598 -0.249 -0.236 -0.510
C 4.8310 -1.5640 2.0615 -0.900 -0.033 0.016
C 6.0578 -1.3985 1.4520 0.311 0.065 -0.389
C 6.1742 -1.3759 0.0665 0.282 0.062 0.439
C 5.0648 -1.5181 -0.7407 -0.942 -0.028 -0.167
N 2.3549 -1.9787 1.5613 0.568 0.241 -0.448
C 1.8749 -2.2862 2.9017 -0.129 -0.084 -0.280
H -1.8262 -2.0954 2.7773 0.084 -0.086 -0.086
H -0.9776 -0.8669 1.8008 -0.031 0.186 0.035
H -2.1959 -1.9242 1.0416 -0.142 0.131 0.014
H 0.3122 -0.7573 -1.7838 0.211 0.173 0.054
H -1.0024 -0.9048 -3.8564 0.074 0.092 -0.180
H -2.5486 -2.7872 -4.1996 -0.084 -0.010 -0.182
H -2.7786 -4.5290 -2.4759 -0.129 -0.092 -0.023
H -1.4863 -4.3632 -0.3889 -0.051 -0.160 0.181
H 3.3768 -2.9078 -2.3740 0.098 0.009 0.168
H 1.6615 -3.2279 -2.1177 0.069 0.071 0.018
H 2.1927 -1.6514 -2.7426 -0.080 -0.065 -0.176
H 4.7506 -1.5908 3.1326 0.014 -0.032 0.273
H 6.9428 -1.2982 2.0593 0.090 0.029 0.090
H 7.1463 -1.2543 -0.3828 0.111 0.021 -0.067
H 5.1558 -1.5038 -1.8120 0.056 -0.021 -0.255
H 2.6927 -2.2565 3.6171 0.147 0.089 -0.195
H 1.1220 -1.5628 3.2039 -0.081 0.018 0.145
H 1.4319 -3.2799 2.9156 0.039 0.074 0.106
```
Forces are in eV/Å.

The value obtained for the relative energy (zero: lowest compared OMol25 entry of this formula, charge and spin) is 2.132 eV. The maximum force comes out at 0.0688 hartree/bohr. Its charge is +1. The calculation puts the HOMO energy at -0.31148 Ha. The calculation puts the LUMO energy at -4.6 eV.